# 1
The following is a quantum chemistry calculation of a cluster of 10 separate species, C20H53F10N8O15PS4 in total at a distorted geometry, from OMol25.

As for the gap between HOMO and LUMO (alpha / beta): 0.1004 / 0.2318 Eh. Its expectation value of S² is 0.75. The spin multiplicity is 2. Its highest occupied orbital energy (alpha / beta) is -6.13 / -9.71 eV. For the lowest unoccupied orbital energy (alpha / beta), the calculation gives -3.4 / -3.4 eV. The charge is +1.

Structure (XYZ):
```
111
Properties=species:S:1:pos:R:3:forces:R:3:lowdin_charge:R:1
C 1.046 -0.458 0.084 -0.57 0.58 0.09 -0.089
C -0.014 0.553 -0.426 -0.31 -0.26 -0.67 -0.408
O -0.977 0.116 -1.380 -0.02 -0.36 -0.32 -0.391
H 1.653 -0.831 -0.741 -0.19 -0.49 -0.12 0.055
H 0.552 -1.201 0.710 0.02 -0.53 -0.34 0.036
H 1.773 0.023 0.739 -0.11 0.41 0.04 0.061
H 0.579 1.337 -0.896 0.27 0.55 0.04 0.061
H -0.542 0.981 0.426 0.15 0.12 0.43 0.085
C 1.711 0.920 -6.144 -0.08 -0.24 -0.16 0.007
C 1.594 0.813 -4.655 2.98 2.00 2.75 -0.362
O 2.207 1.529 -3.823 -2.92 -2.33 -3.07 0.078
N 0.792 -0.315 -4.106 1.98 -0.02 -1.11 0.071
H 0.334 -0.051 -3.245 -0.21 0.10 1.86 0.106
H 0.030 -0.650 -4.678 -1.57 0.29 -1.22 0.057
C 1.646 -1.594 -4.110 -0.37 1.23 1.01 0.048
H 2.400 1.704 -6.457 -0.42 0.31 0.39 0.101
H 0.706 1.012 -6.555 -0.13 0.37 -0.17 0.085
H 2.111 0.045 -6.658 -0.03 -0.45 0.49 0.091
H 2.507 -1.416 -3.466 0.02 -0.10 -0.07 0.080
H 1.922 -1.737 -5.155 -0.12 -0.44 0.29 0.097
H 0.943 -2.304 -3.674 0.44 -0.52 -0.41 0.079
C -6.054 0.466 -0.475 0.46 -1.40 -0.81 0.034
C -4.877 0.901 -1.369 -2.17 1.98 -3.09 -0.308
O -4.962 1.119 -2.603 0.76 -1.41 4.74 0.076
N -3.679 1.477 -0.667 -0.87 1.10 -1.53 0.106
H -3.739 1.452 0.341 -0.57 0.45 0.74 0.145
H -2.908 0.837 -0.791 1.94 -1.01 -0.78 0.098
C -3.268 2.821 -1.350 1.11 -1.36 0.91 0.035
H -6.838 0.011 -1.080 -0.01 0.68 -0.51 0.094
H -6.477 1.257 0.145 0.39 0.20 -0.12 0.107
H -5.839 -0.401 0.150 0.72 0.33 0.47 0.064
H -4.102 3.497 -1.537 0.04 -0.43 0.20 0.106
H -2.726 2.500 -2.240 -0.49 0.12 -0.15 0.085
H -2.494 3.235 -0.704 -0.42 0.18 0.18 0.081
C -1.139 7.365 -2.731 -0.14 0.25 -0.09 0.027
C -0.886 6.008 -2.172 -1.91 -0.08 2.66 -0.348
O -1.697 5.440 -1.471 2.31 0.38 -2.02 0.158
N 0.560 5.503 -2.231 -0.50 -1.18 0.67 0.117
H 0.991 5.723 -3.117 0.04 -0.16 -0.65 0.174
H 1.036 6.126 -1.594 0.49 0.03 0.82 0.181
C 0.695 4.000 -1.895 -0.39 -0.34 -0.77 0.044
H -0.299 8.060 -2.736 0.29 -0.36 -0.29 0.100
H -1.881 7.825 -2.079 -0.15 -0.19 -0.14 0.111
H -1.574 7.250 -3.724 0.10 0.22 -0.14 0.110
H 0.242 3.702 -0.949 -0.12 0.66 -0.03 0.101
H 1.701 3.580 -1.921 0.37 0.75 -0.01 0.089
H 0.163 3.540 -2.728 -0.12 -0.22 0.24 0.097
C 0.034 -1.845 3.986 0.42 -0.47 -0.62 0.018
C -0.394 -3.131 4.649 1.35 1.19 2.45 -0.322
O -0.265 -3.307 5.841 -0.87 -0.93 -2.84 0.157
N -0.986 -4.200 3.675 -0.28 0.65 1.87 0.092
H -1.760 -3.642 3.344 -1.30 0.15 -0.89 0.104
H -0.369 -4.292 2.881 0.20 -0.10 -0.28 0.166
C -1.421 -5.526 4.272 0.77 0.40 -1.46 0.039
H -0.707 -1.048 4.042 -0.33 -0.02 0.18 0.094
H 0.270 -1.947 2.926 -0.20 -0.14 -0.09 0.062
H 0.944 -1.494 4.472 -0.22 -0.02 0.27 0.093
H -1.849 -5.357 5.261 0.43 -0.22 -0.13 0.111
H -0.515 -6.119 4.146 -0.11 -0.25 1.14 0.100
H -2.110 -6.004 3.576 -0.38 0.43 0.17 0.103
C 3.441 -3.328 1.704 -0.50 -0.64 1.79 0.033
C 3.555 -2.362 2.869 0.12 1.24 -2.55 -0.378
O 3.072 -1.291 2.812 -0.07 0.03 1.45 0.184
N 4.679 -2.644 3.914 0.26 0.02 -0.68 0.098
H 4.329 -3.123 4.731 -0.24 -0.22 0.34 0.173
H 5.277 -3.289 3.418 0.55 -0.34 0.01 0.162
C 5.400 -1.371 4.300 -0.66 -0.10 0.25 0.050
H 3.168 -4.285 2.151 0.30 -0.54 -0.32 0.086
H 4.392 -3.379 1.173 -0.14 0.05 -0.16 0.099
H 2.587 -3.015 1.102 0.44 0.29 -0.17 0.095
H 6.368 -1.537 4.773 -0.13 -0.50 -0.24 0.112
H 4.723 -0.966 5.053 0.25 0.76 -0.40 0.114
H 5.495 -0.805 3.374 -0.05 0.38 0.38 0.099
C -0.721 -3.222 -1.528 -0.96 0.44 0.18 -0.008
C -1.775 -3.303 -2.635 0.97 -1.52 -0.18 -0.435
O -1.926 -4.316 -3.320 -0.26 1.87 0.48 0.048
N -2.428 -2.011 -3.049 -0.88 -2.35 2.46 0.033
H -2.299 -1.325 -2.319 0.34 0.54 1.11 0.093
H -1.946 -1.562 -3.815 1.39 0.87 -2.37 0.054
C -3.846 -2.155 -3.439 -0.28 0.26 -1.67 -0.029
H -0.244 -4.186 -1.348 -0.21 -0.03 -0.43 0.085
H -1.225 -2.916 -0.612 -0.10 0.03 0.19 0.056
H 0.031 -2.438 -1.622 0.00 0.18 -0.48 0.042
H -4.225 -1.144 -3.587 -0.33 -0.06 0.64 0.072
H -4.455 -2.838 -2.847 0.44 0.44 0.46 0.109
H -3.874 -2.535 -4.461 0.26 -0.36 0.06 0.087
P -3.465 -1.818 1.749 1.81 0.71 2.17 0.299
F -3.594 -0.175 1.547 -0.05 -1.27 -0.72 -0.168
F -1.794 -1.721 1.650 -0.94 -0.27 -1.15 -0.203
F -3.155 -1.507 3.344 -1.08 -0.33 -0.34 -0.178
F -3.279 -3.427 2.137 -0.04 0.21 -0.67 -0.199
F -5.044 -1.958 1.973 0.66 0.20 -0.38 -0.123
F -3.564 -2.143 0.154 -0.08 0.43 1.03 -0.152
N 0.411 2.864 4.934 -2.28 2.57 2.00 -0.263
S -0.924 3.888 5.352 -0.18 1.34 4.92 0.569
O -2.171 3.251 5.757 1.87 0.42 -1.44 -0.287
O -0.957 5.188 4.754 -0.01 -0.86 -0.60 -0.283
F -0.313 4.261 6.793 0.21 -0.42 -0.37 -0.216
S -0.208 2.482 3.603 -0.69 -2.91 -5.25 0.446
O -0.278 3.602 2.613 -0.13 -3.12 1.50 -0.351
O -1.299 1.485 3.701 1.45 2.00 -0.94 -0.340
F 0.998 1.497 3.108 -0.22 0.74 -0.12 -0.238
N 6.157 0.959 -1.280 -1.85 -1.46 2.88 -0.224
S 4.681 0.989 -1.753 -4.74 2.58 -4.15 0.434
O 3.681 1.880 -1.103 2.25 -1.86 -0.54 -0.324
O 4.147 -0.281 -2.211 0.31 0.78 0.20 -0.326
F 4.984 1.806 -3.090 -0.02 -0.22 -0.09 -0.201
S 5.711 0.268 0.191 5.63 0.14 3.11 0.575
O 5.101 -1.055 0.249 -0.05 1.76 0.04 -0.310
O 5.543 1.268 1.235 -1.01 -1.73 -1.35 -0.281
F 7.283 -0.120 0.466 -0.81 -0.29 0.09 -0.241
```
Positions in Å, forces in eV/Å.

---

# 2
The following is a quantum chemistry calculation of a structure of composition C2H4INO at a distorted geometry, from OMol25.

As for the gap between HOMO and LUMO: 0.2955 Eh. The energy above the lowest of the compared OMol25 structures with the same formula, charge and spin comes out at 62.4 kcal per mole. Its highest occupied orbital energy is -8.26 eV. For the lowest unoccupied orbital energy, the calculation gives -0.2 eV. The charge is 0.

Structure (XYZ):
```
9
Properties=species:S:1:pos:R:3:forces:R:3:lowdin_charge:R:1
C -0.415 0.252 -0.129 -0.98 -0.47 -0.80 -0.287
C 1.723 -0.231 -0.086 2.28 0.82 1.46 -0.053
N -1.377 0.904 -0.021 1.41 0.09 0.82 0.069
O 0.440 -0.644 -0.406 -2.24 -0.10 -0.41 0.022
I -4.212 0.059 0.068 0.85 -0.38 0.82 -0.001
H 2.366 -0.920 -0.564 0.75 -0.86 -0.40 0.078
H 1.841 -0.401 1.057 0.19 1.21 -1.93 0.148
H 1.916 0.750 -0.623 -0.02 -0.77 1.54 0.134
H -2.282 0.232 0.704 -2.26 0.46 -1.10 -0.111
```
Positions in Å, forces in eV/Å.

---

# 3
The following is a quantum chemistry calculation of a cluster of 2 separate species, C3H4BrNO in total at a distorted geometry, from OMol25.

As for the SMILES: c1cnoc1.Br. As for the gap between HOMO and LUMO: 0.4112 Eh. The energy above the lowest of the compared OMol25 structures with the same formula, charge and spin comes out at 29.3 kcal per mole. Its highest occupied orbital energy is -10.29 eV. For the lowest unoccupied orbital energy, the calculation gives 0.9 eV. The charge is 0.

Structure (XYZ):
```
10
Properties=species:S:1:pos:R:3:forces:R:3:lowdin_charge:R:1
C -1.206 0.110 0.205 0.20 0.42 -0.43 -0.049
C -0.162 -0.524 0.913 0.24 0.31 -0.37 -0.141
N 1.001 -0.085 0.514 0.50 -0.68 0.74 0.039
O 0.771 0.836 -0.449 -0.18 0.47 -0.50 -0.046
C -0.546 0.954 -0.637 -0.48 -0.51 0.54 -0.112
H -2.259 -0.045 0.308 -0.24 0.03 -0.03 0.097
H -0.220 -1.274 1.675 0.06 -0.15 0.18 0.111
H -0.872 1.657 -1.376 0.01 0.13 -0.15 0.123
Br 5.200 0.224 0.431 0.44 0.02 0.01 0.322
H 3.798 0.183 0.368 -0.55 -0.04 0.01 -0.345
```
Positions in Å, forces in eV/Å.